(1)
DFT (ωB97M-V/def2-TZVPD) results for one molecule with the formula C4H5NO.

HOMO: -9.253 eV
frontier orbital gap: 9.64 eV
energy above the lowest of the compared OMol25 structures with the same formula, charge and spin: 64.5 kcal per mole
total charge: 0

Last column: natural (NBO) charge in e.
CARTESIAN COORDINATES (ANGSTROEM)
C -1.5389 -0.2367 0.1346  -0.596
C -0.1835 0.3778 -0.2154  -0.275
C 0.5471 1.1037 0.9007  0.296
O 1.7733 0.6118 0.8197  -0.480
C 1.8306 -0.3872 -0.1902  0.330
N 0.7575 -0.5889 -0.8034  -0.400
H -1.4374 -1.0212 0.8904  0.216
H -1.9805 -0.6831 -0.7608  0.224
H -2.2206 0.5288 0.5157  0.228
H -0.3457 1.1567 -0.9808  0.255
H 2.7980 -0.8618 -0.3106  0.202

(2)
DFT (ωB97M-V/def2-TZVPD) results for C4H5NO as an isolated structure at a distorted geometry.

HOMO: -9.555 eV
frontier orbital gap: 9.10 eV
energy above the lowest of the compared OMol25 structures with the same formula, charge and spin: 93.5 kcal per mole
total charge: 0

Last column: natural (NBO) charge in e.
CARTESIAN COORDINATES (ANGSTROEM)
C -0.8602 -0.3500 -0.2664  -0.581
C -0.0713 0.8745 -0.6901  -0.528
C 1.1237 0.6448 0.2369  0.538
O 2.1371 1.2332 0.4650  -0.455
C 0.5478 -0.6386 0.8000  0.110
N 0.6319 -1.6339 1.5554  -0.459
H -0.3209 -1.6049 0.9499  0.442
H -1.0546 -1.0806 -1.0752  0.223
H -1.8278 -0.1305 0.2237  0.223
H -0.5537 1.8237 -0.4690  0.244
H 0.2481 0.8624 -1.7303  0.244

(3)
DFT (ωB97M-V/def2-TZVPD) results for one molecule with the formula C4H5NO at a distorted geometry.

HOMO: -9.604 eV
frontier orbital gap: 10.58 eV
energy above the lowest of the compared OMol25 structures with the same formula, charge and spin: 67.8 kcal per mole
total charge: 0
SMILES: O=C1CN2C[C@@H]12

Last column: natural (NBO) charge in e.
CARTESIAN COORDINATES (ANGSTROEM)
O 0.6744 -0.5842 2.2199  -0.492
C 0.3308 -0.1252 1.1682  0.576
C 1.0193 0.6154 0.0254  -0.350
N -0.2076 0.6060 -0.7981  -0.369
C -0.7226 -0.7341 -0.8891  -0.248
C -0.9619 -0.0070 0.3791  -0.252
H 1.1939 1.6462 0.3669  0.234
H 1.8969 0.2126 -0.4682  0.209
H 0.0208 -1.5287 -0.9042  0.205
H -1.5686 -0.8835 -1.5524  0.229
H -1.6753 0.7826 0.4526  0.259

(4)
DFT (ωB97M-V/def2-TZVPD) results for one molecule with the formula C4H5NO.

HOMO: -9.060 eV
frontier orbital gap: 8.89 eV
energy above the lowest of the compared OMol25 structures with the same formula, charge and spin: 93.1 kcal per mole
total charge: 0
SMILES: C=C=C(C)N=O

Last column: natural (NBO) charge in e.
CARTESIAN COORDINATES (ANGSTROEM)
C 0.8135 0.9779 0.9463  -0.653
C 0.4385 0.0139 -0.1320  -0.051
N 1.3170 -1.0894 -0.4986  0.143
O 2.1281 -1.3525 0.3579  -0.303
C -0.7478 -0.1296 -0.6792  0.153
C -1.9051 -0.5375 -1.1089  -0.462
H 1.5091 1.7407 0.5777  0.229
H -0.0853 1.4576 1.3408  0.230
H 1.3075 0.4108 1.7393  0.244
H -2.4100 -1.2959 -0.5142  0.235
H -2.3656 -0.1960 -2.0291  0.234

(5)
DFT (ωB97M-V/def2-TZVPD) results for one molecule with the formula C4H5NO at a distorted geometry.

HOMO: -11.243 eV
frontier orbital gap: 12.03 eV
energy above the lowest of the compared OMol25 structures with the same formula, charge and spin: 38.6 kcal per mole
total charge: 0
SMILES: C[C@@]1(C#N)CO1

Last column: natural (NBO) charge in e.
CARTESIAN COORDINATES (ANGSTROEM)
C -1.2920 -0.2850 -0.0980  -0.613
C 0.1461 0.1358 -0.2184  0.103
C 1.1794 -0.6548 0.4518  -0.081
O 1.0971 -0.6124 -0.9616  -0.445
C 0.3755 1.5742 -0.3670  0.254
N 0.5523 2.7058 -0.5255  -0.291
H -1.8791 -0.0468 -0.9860  0.230
H -1.3415 -1.3566 0.1138  0.226
H -1.7063 0.2549 0.7613  0.230
H 1.9527 -0.0889 0.9625  0.195
H 0.9159 -1.6263 0.8670  0.192

(6)
DFT (ωB97M-V/def2-TZVPD) results for one molecule with the formula C4H5NO.

HOMO: -8.172 eV
frontier orbital gap: 8.83 eV
energy above the lowest of the compared OMol25 structures with the same formula, charge and spin: 70.7 kcal per mole
total charge: 0

Last column: natural (NBO) charge in e.
CARTESIAN COORDINATES (ANGSTROEM)
C 0.8334 -0.5746 -0.2587  -0.554
C 0.9061 0.7089 -1.0741  0.445
O -0.0631 1.3875 -1.3113  -0.510
C -2.3826 -0.1805 0.6730  -0.021
N -1.1847 -0.1842 0.9480  -0.291
C 0.0670 -0.3732 1.0153  -0.044
H 0.2916 -1.3028 -0.8729  0.250
H 1.8306 -0.9660 -0.0514  0.226
H 1.8931 1.0087 -1.4630  0.113
H -2.7588 0.8075 0.4198  0.180
H 0.5674 -0.3312 1.9754  0.206

(7)
DFT (ωB97M-V/def2-TZVPD) results for C4H5NO as an isolated structure.

HOMO: -8.928 eV
frontier orbital gap: 9.46 eV
energy above the lowest of the compared OMol25 structures with the same formula, charge and spin: 137.7 kcal per mole
total charge: 0

Last column: natural (NBO) charge in e.
CARTESIAN COORDINATES (ANGSTROEM)
O -0.3325 0.6634 -1.6325  -0.681
C -0.3563 0.6561 -0.3159  0.538
C -1.1650 -0.3735 0.2740  -0.456
C 0.2050 -0.9991 -0.2101  -0.232
C 1.2493 -0.2716 0.3139  -0.014
N 0.7928 1.0635 0.4898  -0.631
H -2.0207 -0.7133 -0.2974  0.249
H -1.2778 -0.4076 1.3546  0.234
H 0.0221 -0.5485 -1.5825  0.413
H 2.3099 -0.4871 0.1890  0.201
H 0.5733 1.4177 1.4171  0.378

(8)
DFT (ωB97M-V/def2-TZVPD) results for one molecule with the formula C4H5NO.

HOMO (spin up / spin down): -8.380 / -8.381 eV
frontier orbital gap (spin up / spin down): 7.89 / 7.89 eV
energy above the lowest of the compared OMol25 structures with the same formula, charge and spin: 106.8 kcal per mole
total charge: 0

Last column: natural (NBO) charge in e.
CARTESIAN COORDINATES (ANGSTROEM)
O 2.3966 0.1194 -0.1165  -0.641
C 1.0785 -0.1882 -0.0554  0.212
C 0.6944 -1.5292 -0.2291  0.003
N -1.6109 -0.7902 -0.0353  -0.663
C -1.2359 0.4180 0.2201  0.105
C 0.1390 0.7201 0.3877  -0.442
H 2.4711 1.0825 -0.0207  0.487
H 0.0761 -1.8115 -1.0737  0.190
H -2.6009 -0.8261 -0.2960  0.359
H -1.9358 1.2580 0.2789  0.177
H 0.4496 1.5940 0.9456  0.215

(9)
DFT (ωB97M-V/def2-TZVPD) results for one molecule with the formula C4H5NO.

HOMO: -10.039 eV
frontier orbital gap: 10.88 eV
energy above the lowest of the compared OMol25 structures with the same formula, charge and spin: 39.3 kcal per mole
total charge: 0
SMILES: C#CCNC=O

Last column: natural (NBO) charge in e.
CARTESIAN COORDINATES (ANGSTROEM)
O 2.0853 1.1878 -1.1254  -0.608
C 1.9878 0.8153 0.0269  0.525
N 0.9223 0.1307 0.5090  -0.605
C -0.1761 -0.2221 -0.3762  -0.302
C -1.2453 -0.8934 0.3649  -0.035
C -2.1047 -1.4707 0.9782  -0.212
H 2.7621 1.0044 0.7941  0.115
H 0.9000 -0.1786 1.4678  0.409
H -0.5509 0.6844 -0.8655  0.241
H 0.1854 -0.8806 -1.1750  0.234
H -2.8698 -1.9950 1.5073  0.240

(10)
DFT (ωB97M-V/def2-TZVPD) results for a 2-piece molecular cluster, C4H5NO overall at a distorted geometry.

HOMO: -8.586 eV
frontier orbital gap: 9.18 eV
energy above the lowest of the compared OMol25 structures with the same formula, charge and spin: 114.2 kcal per mole
total charge: 0
SMILES: N=C=CO.C#C

Last column: natural (NBO) charge in e.
CARTESIAN COORDINATES (ANGSTROEM)
C 1.2285 0.1076 -0.4395  0.264
C -3.0723 -0.0241 0.2391  -0.222
C -2.4097 -0.3532 -0.6705  -0.236
C 1.4678 0.6708 0.7071  -0.049
N 1.4255 -0.2660 -1.6052  -0.606
O 2.2179 0.0852 1.7636  -0.669
H -3.4372 0.2205 1.1462  0.217
H 0.7681 -0.9636 -2.0603  0.365
H -1.7180 -0.3903 -1.5470  0.239
H 0.7898 1.5462 1.1440  0.222
H 2.7397 -0.6329 1.3226  0.475

(11)
DFT (ωB97M-V/def2-TZVPD) results for a 2-piece molecular cluster, C4H5NO overall at a distorted geometry.

HOMO: -8.961 eV
frontier orbital gap: 9.66 eV
energy above the lowest of the compared OMol25 structures with the same formula, charge and spin: 153.9 kcal per mole
total charge: 0
SMILES: C#[N+][O-].C1=CC1

Last column: natural (NBO) charge in e.
CARTESIAN COORDINATES (ANGSTROEM)
C 4.4893 0.2014 -0.4558  -0.079
C -1.2307 0.0153 -0.5217  -0.432
C -1.8889 -0.9481 0.3477  -0.170
C -1.0344 -1.4348 -0.5352  -0.189
N 3.4739 -0.1214 0.0612  0.214
O 2.6361 -0.5347 0.8002  -0.365
H 4.9505 0.2179 -1.3770  0.231
H -1.8211 0.3989 -1.3094  0.174
H -0.3106 0.6980 -0.1324  0.164
H -2.6002 -1.0093 1.1685  0.225
H -0.2198 -2.1401 -0.6017  0.226

(12)
DFT (ωB97M-V/def2-TZVPD) results for one molecule with the formula C4H5NO.

HOMO (spin up / spin down): -8.983 / -9.126 eV
frontier orbital gap (spin up / spin down): 8.51 / 8.22 eV
energy above the lowest of the compared OMol25 structures with the same formula, charge and spin: 90.4 kcal per mole
total charge: 0

Last column: natural (NBO) charge in e.
CARTESIAN COORDINATES (ANGSTROEM)
C 0.0940 -1.1566 1.2984  -0.703
C 0.4596 -0.4719 -0.0048  0.500
C -0.4561 0.5731 -0.4794  -0.246
C -0.0985 1.7045 -1.3041  -0.040
N 0.5651 1.0513 -2.1185  -0.115
O 1.4685 -0.7966 -0.5974  -0.513
H 0.8769 -0.9075 2.0212  0.244
H -0.8761 -0.8637 1.7070  0.210
H 0.1176 -2.2399 1.1471  0.241
H -1.5286 0.4581 -0.2681  0.217
H -0.6223 2.6490 -1.4014  0.205

(13)
DFT (ωB97M-V/def2-TZVPD) results for one molecule with the formula C4H5NO at a distorted geometry.

HOMO (spin up / spin down): -6.656 / -9.507 eV
frontier orbital gap (spin up / spin down): 7.61 / 8.58 eV
energy above the lowest of the compared OMol25 structures with the same formula, charge and spin: 40.4 kcal per mole
total charge: 0
2S+1: 3

Last column: Löwdin spin population.
CARTESIAN COORDINATES (ANGSTROEM)
C -0.3043 -0.8030 -1.2698  0.381
C 0.9679 -0.8419 0.8251  0.607
C 1.6552 -0.2129 1.7279  0.111
C -1.6570 1.1228 -0.7476  0.425
N -1.1925 0.1497 -1.4327  0.077
O 0.6248 -1.1150 -0.3438  0.281
H -0.2576 -1.5297 -2.0685  0.014
H 1.5983 -0.4877 2.7677  0.020
H 2.3308 0.5975 1.4851  0.035
H -1.4048 1.3463 0.2924  0.024
H -2.3607 1.7739 -1.2359  0.025

(14)
DFT (ωB97M-V/def2-TZVPD) results for one molecule with the formula C4H5NO2.

HOMO: -8.309 eV
frontier orbital gap: 8.46 eV
energy above the lowest of the compared OMol25 structures with the same formula, charge and spin: 104.9 kcal per mole
total charge: 0

Last column: natural (NBO) charge in e.
CARTESIAN COORDINATES (ANGSTROEM)
O 3.1241 -0.0576 -0.2610  -0.510
C 1.9574 -0.1412 -0.5587  0.410
C 0.8481 0.3311 0.3161  -0.176
C -0.3185 1.1236 -0.3046  -0.436
N -0.4239 -0.2817 0.0100  -0.371
C -1.4396 -0.8381 0.5759  0.503
O -2.5904 -0.2327 0.4618  -0.621
H 1.6222 -0.5372 -1.5431  0.110
H 1.1050 0.4747 1.3654  0.219
H -0.1635 1.2300 -1.3877  0.173
H -2.3180 0.7017 0.2000  0.508
H -1.4028 -1.7727 1.1259  0.192

(15)
DFT (ωB97M-V/def2-TZVPD) results for one molecule with the formula C4H5NO2 at a distorted geometry.

HOMO: -9.944 eV
frontier orbital gap: 9.80 eV
energy above the lowest of the compared OMol25 structures with the same formula, charge and spin: 67.3 kcal per mole
total charge: 0
SMILES: O=CC(=O)N1CC1

Last column: natural (NBO) charge in e.
CARTESIAN COORDINATES (ANGSTROEM)
O 1.7499 -2.2059 1.1416  -0.459
C 0.5760 -2.0424 0.9629  0.363
C -0.0978 -0.8803 0.2230  0.550
O -1.1904 -1.1597 -0.2341  -0.553
N 0.5476 0.2810 -0.1259  -0.447
C 0.1626 1.6564 0.1118  -0.218
C -0.4819 1.0695 -1.0465  -0.239
H -0.1956 -2.7864 1.2385  0.131
H 0.9712 2.3461 -0.0586  0.214
H -0.4704 1.8590 0.9693  0.207
H -1.5728 0.9280 -1.0247  0.234
H -0.0663 1.0747 -2.0417  0.218

(16)
DFT (ωB97M-V/def2-TZVPD) results for one molecule with the formula C4H5NO2 at a distorted geometry.

HOMO: -10.277 eV
frontier orbital gap: 10.71 eV
energy above the lowest of the compared OMol25 structures with the same formula, charge and spin: 53.7 kcal per mole
total charge: 0

Last column: natural (NBO) charge in e.
CARTESIAN COORDINATES (ANGSTROEM)
O 2.1765 -0.6853 0.3074  -0.508
C 1.2302 -0.9272 -0.3995  0.418
C -0.2230 -0.6545 -0.0049  -0.019
C -0.2972 0.5130 1.0089  -0.262
N -0.4277 1.6929 0.2126  -0.496
C -0.7335 2.1564 -0.8251  0.259
O -1.0292 -0.5038 -1.1390  -0.699
H 1.3370 -1.3962 -1.3987  0.128
H -0.5878 -1.5564 0.5041  0.218
H -1.1629 0.4396 1.6721  0.230
H 0.6149 0.5434 1.6126  0.253
H -0.8974 0.3781 -1.5503  0.478

(17)
DFT (ωB97M-V/def2-TZVPD) results for one molecule with the formula C4H5NO2.

HOMO: -9.159 eV
frontier orbital gap: 9.43 eV
energy above the lowest of the compared OMol25 structures with the same formula, charge and spin: 65.9 kcal per mole
total charge: 0
SMILES: C/N=C\OC=C=O

Last column: natural (NBO) charge in e.
CARTESIAN COORDINATES (ANGSTROEM)
O 1.0206 -1.3744 -2.1760  -0.430
C 0.9281 -0.3333 -1.6558  0.677
C 0.7455 0.8308 -1.0608  -0.235
C -1.0887 -0.8985 0.5420  -0.448
N -0.6305 0.0949 1.4953  -0.464
C 0.3326 0.8742 1.3075  0.410
O 1.1860 1.0616 0.2363  -0.503
H -0.2706 -1.4654 0.0848  0.182
H 0.3706 1.6669 -1.6375  0.229
H -1.6776 -0.4390 -0.2589  0.206
H -1.7283 -1.6121 1.0658  0.206
H 0.6613 1.5372 2.1080  0.170

(18)
DFT (ωB97M-V/def2-TZVPD) results for one molecule with the formula C4H5NO2.

HOMO: -8.443 eV
frontier orbital gap: 8.68 eV
energy above the lowest of the compared OMol25 structures with the same formula, charge and spin: 79.5 kcal per mole
total charge: 0

Last column: natural (NBO) charge in e.
CARTESIAN COORDINATES (ANGSTROEM)
C 0.5213 -0.4290 1.7915  -0.635
C 0.6697 0.1413 0.4201  -0.110
C 1.5785 -0.2237 -0.5294  -0.027
O 0.7655 0.1940 -1.8125  -0.479
C -0.4023 0.5232 -1.4341  0.859
O -1.4680 0.3505 -2.2039  -0.649
N -0.4974 0.7401 -0.1435  -0.558
H 0.7589 0.2440 2.6176  0.215
H -0.5140 -0.7795 1.9174  0.199
H 1.1568 -1.3152 1.8502  0.246
H -1.1998 -0.3665 -2.8023  0.515
H -1.3691 0.9209 0.3290  0.423

(19)
DFT (ωB97M-V/def2-TZVPD) results for one molecule with the formula C4H5NO2.

HOMO: -9.865 eV
frontier orbital gap: 9.92 eV
energy above the lowest of the compared OMol25 structures with the same formula, charge and spin: 48.1 kcal per mole
total charge: 0
SMILES: O=CC(=O)N1CC1

Last column: natural (NBO) charge in e.
CARTESIAN COORDINATES (ANGSTROEM)
O 0.9229 -2.1245 0.0432  -0.492
C -0.2549 -1.9788 0.2649  0.357
C -0.8430 -0.6170 0.5803  0.573
O -1.5674 -0.5632 1.5543  -0.539
N -0.5153 0.4398 -0.2194  -0.431
C 0.6735 0.7285 -0.9787  -0.233
C 0.1946 1.6463 0.1073  -0.222
H -0.9677 -2.8133 0.4115  0.137
H 0.5052 0.9889 -2.0248  0.206
H 1.5507 0.1164 -0.7883  0.225
H 0.7895 1.6678 1.0228  0.209
H -0.3357 2.5623 -0.1323  0.210

(20)
DFT (ωB97M-V/def2-TZVPD) results for one molecule with the formula C4H5NO2 at a distorted geometry.

HOMO: -9.454 eV
frontier orbital gap: 10.33 eV
energy above the lowest of the compared OMol25 structures with the same formula, charge and spin: 68.8 kcal per mole
total charge: 0
SMILES: O=C[C@H]1CN=CO1

Last column: natural (NBO) charge in e.
CARTESIAN COORDINATES (ANGSTROEM)
O 0.2869 1.9680 1.1417  -0.526
C 0.5027 1.3233 0.1597  0.424
C 0.9134 -0.4139 0.0477  -0.022
C -0.2629 -0.7354 0.9123  -0.297
N -1.2515 -0.0128 0.0536  -0.451
C -0.8319 -0.2164 -1.1383  0.366
O 0.4319 -0.6628 -1.2768  -0.480
H 0.4352 1.7417 -0.8662  0.120
H 1.8727 -0.9615 0.1317  0.225
H -0.6324 -1.7639 0.9894  0.208
H -0.1243 -0.3007 1.9065  0.232
H -1.3398 0.0342 -2.0615  0.202